No. 1
DFT (ωB97M-V/def2-TZVPD) results for a cluster of 11 separate species, C24H76N6O11 in total in a non-equilibrium geometry.

Atoms and positions in Å:
C1 -4.628 -8.062 -1.299
C2 -5.912 -7.846 -2.025
C3 -6.653 -9.185 -2.590
O1 -7.019 -10.073 -1.513
C4 -7.133 -11.421 -1.940
N1 -6.805 -7.104 -1.167
H1 -4.773 -8.535 -0.327
H2 -4.137 -7.112 -1.087
H3 -3.867 -8.656 -1.805
H4 -5.775 -7.211 -2.900
H5 -5.983 -9.620 -3.331
H6 -7.521 -8.868 -3.169
H7 -7.976 -11.518 -2.625
H8 -7.391 -12.043 -1.083
H9 -6.223 -11.746 -2.444
H10 -6.200 -6.829 -0.406
H11 -7.237 -7.839 -0.626
C5 -0.713 -1.567 -2.737
C6 -0.271 -0.434 -1.809
C7 -0.430 -0.711 -0.330
O2 -1.826 -0.651 -0.102
C8 -2.385 -1.242 0.992
N2 1.070 -0.027 -2.144
H12 -1.797 -1.645 -2.819
H13 -0.451 -2.563 -2.381
H14 -0.352 -1.499 -3.763
H15 -0.962 0.376 -2.042
H16 0.057 0.095 0.220
H17 0.180 -1.571 -0.054
H18 -2.225 -0.532 1.802
H19 -2.023 -2.240 1.242
H20 -3.468 -1.359 0.945
H21 1.442 0.767 -1.642
H22 1.657 -0.803 -1.873
C9 -7.036 4.363 6.966
C10 -6.400 4.571 8.309
C11 -6.574 6.060 8.763
O3 -5.707 7.058 8.124
C12 -5.786 8.407 8.627
N3 -7.096 3.697 9.165
H23 -8.125 4.344 7.004
H24 -6.744 3.424 6.497
H25 -6.868 5.252 6.357
H26 -5.345 4.335 8.167
H27 -6.300 6.034 9.817
H28 -7.631 6.322 8.705
H29 -5.116 9.055 8.062
H30 -5.459 8.448 9.666
H31 -6.770 8.821 8.411
H32 -7.874 4.174 9.596
H33 -6.457 3.368 9.875
C13 3.105 -1.199 8.627
C14 3.071 -2.516 7.884
C15 4.539 -3.172 7.690
O4 5.341 -2.381 6.887
C16 5.082 -2.560 5.484
N4 2.255 -3.480 8.559
H34 3.491 -1.386 9.629
H35 2.106 -0.766 8.668
H36 3.856 -0.571 8.147
H37 2.636 -2.447 6.887
H38 4.425 -4.147 7.217
H39 4.972 -3.375 8.669
H40 4.078 -2.309 5.143
H41 5.147 -3.599 5.162
H42 5.670 -1.831 4.926
H43 1.612 -2.979 9.156
H44 2.715 -3.936 9.334
C17 3.237 7.880 -5.549
C18 2.238 8.995 -5.531
C19 2.049 9.652 -4.153
O5 1.947 8.692 -3.165
C20 0.709 8.038 -3.133
N5 2.533 9.902 -6.582
H45 2.966 7.148 -4.788
H46 4.244 8.118 -5.208
H47 3.368 7.421 -6.529
H48 1.229 8.647 -5.751
H49 1.304 10.446 -4.099
H50 2.980 10.129 -3.846
H51 0.589 7.226 -3.851
H52 -0.135 8.726 -3.183
H53 0.588 7.653 -2.120
H54 2.248 9.522 -7.473
H55 3.539 9.979 -6.632
C21 7.694 -0.930 -1.917
C22 7.988 -2.299 -2.437
C23 6.791 -3.056 -3.087
O6 5.909 -3.543 -2.068
C24 5.442 -4.836 -2.303
N6 9.040 -2.151 -3.422
H56 8.568 -0.689 -1.312
H57 6.803 -1.044 -1.299
H58 7.567 -0.170 -2.687
H59 8.291 -2.957 -1.622
H60 7.211 -3.904 -3.628
H61 6.273 -2.448 -3.829
H62 4.684 -5.115 -1.571
H63 6.253 -5.562 -2.245
H64 5.016 -4.909 -3.304
H65 9.270 -3.113 -3.624
H66 9.908 -1.874 -2.985
O7 -6.564 -1.726 -7.331
H67 -6.390 -0.795 -7.469
H68 -7.256 -1.746 -6.670
O8 -0.532 2.742 -7.348
H69 -1.459 2.508 -7.408
H70 -0.256 2.409 -6.494
O9 0.053 -3.635 -11.236
H71 0.876 -4.122 -11.281
H72 0.288 -2.805 -10.822
O10 4.021 1.424 -7.874
H73 4.136 1.471 -6.925
H74 3.187 1.866 -8.037
O11 5.432 5.333 -0.013
H75 6.140 5.573 0.585
H76 4.901 6.126 -0.087

The HOMO-LUMO gap is 9.423 eV. The value obtained for the HOMO energy is -9.131 eV. The energy above the lowest of the compared OMol25 structures with the same formula, charge and spin is 4.930 eV. For the largest force on an atom, the calculation gives 2.93 eV/A. Its net charge is 0.



No. 2
DFT (ωB97M-V/def2-TZVPD) results for the molecule C9H18N2 in a non-equilibrium geometry.

Atoms and positions in Å:
C1 -3.703 -0.266 0.432
C2 -3.694 1.152 0.286
C3 -2.312 1.427 -0.331
C4 -1.672 0.067 -0.569
C5 4.626 -0.509 0.044
C6 -0.369 -0.350 0.240
C7 3.381 0.296 -0.286
C8 0.998 0.103 -0.311
C9 2.204 -0.179 0.581
N1 -2.568 -2.112 -0.356
N2 -2.713 -0.881 -0.196
H1 -4.458 -0.919 0.911
H2 -4.453 1.652 -0.394
H3 -3.836 1.693 1.386
H4 -2.181 2.131 -1.188
H5 -1.778 2.065 0.367
H6 -1.410 -0.257 -1.649
H7 4.735 -0.377 1.123
H8 4.482 -1.691 0.099
H9 5.586 -0.227 -0.563
H10 -0.195 -1.539 0.305
H11 -0.615 -0.082 1.385
H12 3.071 0.182 -1.303
H13 3.770 1.407 -0.221
H14 0.945 1.107 -0.561
H15 1.241 -0.470 -1.318
H16 2.217 -1.183 0.904
H17 2.137 0.385 1.502
H18 -3.437 -2.626 -0.316

The HOMO-LUMO gap is 8.269 eV. The value obtained for the HOMO energy is -7.287 eV. The energy above the lowest of the compared OMol25 structures with the same formula, charge and spin is 4.403 eV. For the largest force on an atom, the calculation gives 4.25 eV/A. Its net charge is 0.



No. 3
DFT (ωB97M-V/def2-TZVPD) results for a cluster of 2 separate species, C16H17N in total in a non-equilibrium geometry.

Atoms and positions in Å:
C1 1.531 -2.347 -4.397
C2 3.063 -0.473 -1.339
C3 1.961 -0.852 -2.152
C4 2.393 -1.690 -3.245
C5 3.772 -1.824 -3.073
C6 1.637 0.731 0.138
C7 2.903 0.230 -0.114
C8 0.629 0.614 -0.809
C9 0.764 -0.145 -1.992
N1 4.173 -1.194 -1.908
H1 1.646 1.219 1.117
H2 3.748 0.455 0.438
H3 -0.385 1.104 -0.714
H4 -0.037 -0.287 -2.751
H5 4.981 -1.502 -1.471
H6 4.515 -2.163 -3.816
H7 1.018 -1.697 -5.094
H8 0.784 -3.100 -4.062
H9 2.235 -2.770 -4.994
C10 -2.180 -0.860 3.755
C11 -2.408 1.898 1.098
C12 -3.481 2.678 1.586
C13 -1.932 0.877 1.839
C14 -2.506 0.448 3.090
C15 -3.726 2.516 2.911
C16 -3.357 1.436 3.639
H10 -2.128 1.987 0.029
H11 -3.991 3.511 1.111
H12 -1.256 0.255 1.285
H13 -4.151 3.299 3.438
H14 -1.441 -0.713 4.543
H15 -1.967 -1.611 2.919
H16 -3.687 1.261 4.796
H17 -3.120 -1.292 4.197

The HOMO-LUMO gap is 8.780 eV. The value obtained for the HOMO energy is -7.839 eV. The energy above the lowest of the compared OMol25 structures with the same formula, charge and spin is 2.455 eV. For the largest force on an atom, the calculation gives 4.75 eV/A. Its net charge is 0.



No. 4
DFT (ωB97M-V/def2-TZVPD) results for the ion C21H23Cl2N2S with charge +1.

Atoms and positions in Å:
C1 -2.935 -4.672 0.668
C2 -2.781 -3.157 0.599
C3 -2.320 -2.680 -0.781
C4 -0.844 -2.978 -1.093
C5 0.047 -1.735 -1.046
H1 1.030 -1.978 -1.457
H2 -0.390 -0.958 -1.676
C6 0.180 -1.197 0.382
N1 0.740 0.143 0.413
C7 2.052 0.422 0.348
N2 2.980 -0.529 0.253
C8 4.386 -0.429 0.191
C9 5.096 0.673 0.650
C10 6.478 0.681 0.556
C11 7.154 -0.398 0.014
C12 6.445 -1.504 -0.427
C13 5.066 -1.524 -0.336
H3 4.515 -2.388 -0.679
H4 6.964 -2.353 -0.841
H5 8.230 -0.382 -0.058
H6 7.024 1.539 0.915
H7 4.594 1.512 1.103
H8 2.642 -1.475 0.108
S1 2.341 2.125 0.363
C14 0.635 2.418 0.417
C15 -0.067 1.271 0.436
C16 -1.535 1.142 0.455
C17 -2.220 0.863 1.634
C18 -3.592 0.711 1.636
C19 -4.299 0.839 0.446
C20 -3.636 1.129 -0.740
C21 -2.260 1.279 -0.730
Cl1 -1.426 1.620 -2.206
H9 -4.187 1.232 -1.661
Cl2 -6.002 0.635 0.433
H10 -4.116 0.494 2.553
H11 -1.668 0.771 2.558
H12 0.259 3.419 0.437
H13 -0.814 -1.132 0.825
H14 0.786 -1.860 1.005
H15 -0.762 -3.401 -2.094
H16 -0.459 -3.723 -0.395
H17 -2.949 -3.169 -1.525
H18 -2.500 -1.606 -0.870
H19 -2.079 -2.833 1.372
H20 -3.745 -2.695 0.819
H21 -3.673 -5.010 -0.055
H22 -3.265 -4.974 1.659
H23 -1.996 -5.176 0.454

The HOMO-LUMO gap is 8.824 eV. The value obtained for the HOMO energy is -11.727 eV. The energy above the lowest of the compared OMol25 structures with the same formula, charge and spin is 0.017 eV. For the largest force on an atom, the calculation gives 0.92 eV/A. Its net charge is +1.



No. 5
DFT (ωB97M-V/def2-TZVPD) results for a structure of composition C2H2N2O2S in a non-equilibrium geometry.

Atoms and positions in Å:
C1 0.564 -1.010 -0.024
C2 -0.856 -0.093 -0.218
N1 -0.173 1.101 -0.404
N2 -2.240 -0.070 -0.016
O1 -2.840 -1.151 0.021
O2 -2.687 1.059 0.049
S1 1.379 0.441 -0.095
H1 0.850 -1.940 -0.089
H2 -0.658 1.841 0.162

The HOMO-LUMO gap (spin up / spin down) is 7.444 / 7.443 eV. The value obtained for the HOMO energy (spin up / spin down) is -8.643 / -8.643 eV. The energy above the lowest of the compared OMol25 structures with the same formula, charge and spin is 6.536 eV. For the largest force on an atom, the calculation gives 10.77 eV/A. Its net charge is 0.



No. 6
DFT (ωB97M-V/def2-TZVPD) results for a cluster of 2 separate species, C4H9NS in total in a non-equilibrium geometry.

Atoms and positions in Å:
C1 1.663 0.880 -0.645
C2 1.542 -0.427 -0.586
C3 -1.521 1.122 1.014
C4 -0.947 -0.336 0.789
N1 0.786 -2.673 -1.869
S1 1.828 -2.009 -0.906
H1 2.500 1.367 -1.062
H2 1.208 1.573 0.027
H3 -1.521 1.114 2.165
H4 -2.460 1.237 0.493
H5 -0.811 1.953 0.854
H6 -0.296 -0.415 1.542
H7 -1.818 -0.889 0.915
H8 -0.566 -0.440 -0.157
H9 0.412 -2.058 -2.573

The HOMO-LUMO gap (spin up / spin down) is 7.162 / 8.708 eV. The value obtained for the HOMO energy (spin up / spin down) is -6.670 / -10.384 eV. The energy above the lowest of the compared OMol25 structures with the same formula, charge and spin is 3.475 eV. As for the spin multiplicity: 3. For the largest force on an atom, the calculation gives 4.91 eV/A. Its net charge is 0.